# 1
This record from the Open Molecules 2025 dataset describes a single C3H6N2S molecule at a distorted geometry. The level of theory is the ωB97M-V functional and the def2-TZVPD basis.

Positions of all 12 atoms, in Å:
1 C 1.2878 1.3507 -0.7301
2 N 1.0580 1.1143 0.6429
3 N 0.0972 0.4454 1.0177
4 C -0.9888 -0.1859 0.4653
5 C -0.9841 -1.7111 0.5278
6 S -2.1558 0.7240 -0.1772
7 H 1.9600 0.5919 -1.1547
8 H 1.8744 2.3119 -0.8995
9 H 0.4142 1.4101 -1.2962
10 H -1.8664 -2.0650 0.1643
11 H -0.6557 -2.0513 1.5334
12 H -0.0409 -1.9351 -0.0936

Values from the calculation:
2S+1: 1
HOMO-LUMO gap, eV: 8.2368
Charge: 0
M, g/mol: 102.2
SMILES: C/N=N\C(C)=S
HOMO, eV: -8.49
Lowest unoccupied orbital energy, eV: -0.3
Energy, eV: -17020.9566

These are the natural (NBO) partial charges, in e, on atoms 1 to 5:
1 C -0.5017
2 N -0.0614
3 N -0.1447
4 C 0.0214
5 C -0.6506

=====

# 2
This record from the Open Molecules 2025 dataset describes a single C5H8NP molecule at a distorted geometry. The level of theory is the ωB97M-V functional and the def2-TZVPD basis.

Positions of all 15 atoms, in Å:
1 C -0.0852 0.3795 -0.2455
2 C -2.0577 1.4021 -0.4805
3 C -2.2996 0.1802 0.3692
4 C -1.1458 -0.4829 0.4900
5 C 2.3773 0.3368 1.2018
6 N -0.6465 1.4230 -0.7895
7 P 1.8636 0.5230 -0.5899
8 H -2.7147 1.2003 -1.2834
9 H -2.3877 2.4046 0.0160
10 H -3.2910 -0.2008 0.7140
11 H -0.9922 -1.3894 0.9107
12 H 2.1433 -0.6786 1.3329
13 H 1.9257 0.9134 1.9905
14 H 3.4027 0.6312 1.1371
15 H 1.5640 1.7868 -0.4333

Values from the calculation:
2S+1: 3
HOMO-LUMO gap (spin up / spin down), eV: 6.4794 / 6.5869
Charge: 0
M, g/mol: 113.1
HOMO (spin up / spin down), eV: -5.42 / -9.32
Lowest unoccupied orbital energy (spin up / spin down), eV: 1.1 / -2.7
Energy, eV: -16086.9643
<S²>: 2.013

These are the natural (NBO) partial charges, in e, on atoms 1 to 5:
1 C -0.1121
2 C -0.3160
3 C -0.1699
4 C -0.2385
5 C -0.8986

=====

# 3
This record from the Open Molecules 2025 dataset describes a molecular structure, C34H26ClN2O4PRhS2Te. The level of theory is the ωB97M-V functional and the def2-TZVPD basis.

Positions of all 72 atoms, in Å:
1 Rh 0.0724 0.1074 -0.5114
2 O 3.1882 -2.5559 -1.3397
3 C 2.5295 -1.8074 -0.6304
4 O 1.7138 -0.9364 -1.1351
5 C 2.7497 -1.8745 0.8621
6 C 4.0182 -2.2936 1.2572
7 C 4.3658 -2.4076 2.5911
8 C 3.4187 -2.1164 3.5640
9 C 2.1549 -1.7019 3.1879
10 C 1.8034 -1.5643 1.8411
11 S 0.1407 -1.0796 1.5344
12 H 4.7248 -2.5372 0.4754
13 H 5.3628 -2.7264 2.8700
14 H 3.6655 -2.2053 4.6158
15 H 1.4127 -1.4610 3.9392
16 Cl -1.7312 -1.9840 -1.1230
17 C -2.7208 -1.8098 0.3015
18 C -3.4266 -2.9169 0.7422
19 C -4.2527 -2.7993 1.8476
20 C -4.3769 -1.5768 2.4950
21 C -3.6644 -0.4799 2.0391
22 C -2.8087 -0.5792 0.9452
23 P -1.9190 0.8699 0.2498
24 C -1.7739 2.0510 1.6401
25 C -1.9411 3.4159 1.4009
26 C -1.7129 4.3416 2.4089
27 C -1.3238 3.9175 3.6707
28 C -1.1706 2.5619 3.9214
29 C -1.3910 1.6336 2.9148
30 C -3.3039 1.4965 -0.7554
31 C -3.3879 1.0647 -2.0704
32 C -4.4786 1.4106 -2.8522
33 C -5.4988 2.1838 -2.3180
34 C -5.4319 2.5983 -0.9943
35 C -4.3422 2.2474 -0.2109
36 H -3.3175 -3.8577 0.2207
37 H -4.7992 -3.6642 2.2007
38 H -5.0265 -1.4772 3.3549
39 H -3.7660 0.4707 2.5466
40 H -2.2380 3.7553 0.4181
41 H -1.8336 5.3971 2.1992
42 H -1.1409 4.6402 4.4566
43 H -0.8651 2.2201 4.9023
44 H -1.2367 0.5830 3.1152
45 H -2.5847 0.4730 -2.4834
46 H -4.5164 1.0847 -3.8830
47 H -6.3473 2.4612 -2.9316
48 H -6.2276 3.1978 -0.5689
49 H -4.3019 2.5743 0.8211
50 Te 0.4383 0.4012 -3.1726
51 C -0.9136 1.5847 -4.3064
52 C -1.0709 2.9420 -4.3592
53 C -1.9687 3.3754 -5.3734
54 C -2.4852 2.3400 -6.0952
55 S -1.9053 0.8410 -5.5038
56 H -0.5634 3.6043 -3.6754
57 H -2.2137 4.4122 -5.5620
58 H -3.1760 2.3874 -6.9227
59 C 3.9362 3.2297 1.4038
60 N 2.6893 3.2172 0.6607
61 C 2.1650 4.3438 0.1109
62 C 1.0227 4.3028 -0.5823
63 C 0.2963 3.0497 -0.6995
64 O -0.8275 3.0140 -1.1899
65 N 0.9099 1.9093 -0.2215
66 C 2.1064 1.9557 0.4585
67 O 2.6839 0.9871 0.9047
68 H 4.2383 4.2655 1.5493
69 H 4.7139 2.6883 0.8657
70 H 3.8011 2.7446 2.3686
71 H 2.7245 5.2557 0.2741
72 H 0.5766 5.1815 -1.0199

Values from the calculation:
2S+1: 1
HOMO-LUMO gap, eV: 6.5794
Charge: -1
M, g/mol: 887.7
HOMO, eV: -4.25
Lowest unoccupied orbital energy, eV: 2.3
Energy, eV: -100638.0910

These are the Löwdin partial charges, in e, on atoms 1 to 5:
1 Rh 0.4674
2 O 0.0353
3 C -0.5921
4 O -0.3747
5 C -0.1643

=====

# 4
This record from the Open Molecules 2025 dataset describes 2 unconnected molecules or ions with the total composition C3H9NS at a distorted geometry. The level of theory is the ωB97M-V functional and the def2-TZVPD basis.

Positions of all 14 atoms, in Å:
1 C 2.8450 -0.2331 1.0066
2 S 1.2478 0.5571 0.8182
3 H 3.4910 0.1984 1.7890
4 H 2.7882 -1.2913 1.2485
5 H 3.5612 0.0049 0.2165
6 C -1.8591 -0.2368 -0.2011
7 C -2.1914 0.9659 0.1905
8 N -0.9653 -0.4486 -1.3497
9 H -1.8541 -1.0939 0.4631
10 H -2.7310 1.1065 1.1078
11 H -1.9980 1.8960 -0.3313
12 H 0.0538 -0.2928 -1.0603
13 H -1.0856 -1.3396 -1.8402
14 H -1.3024 0.2074 -2.0575

Values from the calculation:
2S+1: 1
HOMO-LUMO gap, eV: 6.1921
Charge: 0
M, g/mol: 91.2
HOMO, eV: -6.24
Lowest unoccupied orbital energy, eV: -0.1
Energy, eV: -15579.2730

These are the natural (NBO) partial charges, in e, on atoms 1 to 5:
1 C -0.7534
2 S -0.6532
3 H 0.1912
4 H 0.1887
5 H 0.1904

=====

# 5
This record from the Open Molecules 2025 dataset describes 2 unconnected molecules or ions with the total composition CH7NS2 at a distorted geometry. The level of theory is the ωB97M-V functional and the def2-TZVPD basis.

Positions of all 11 atoms, in Å:
1 C 0.9429 -2.5456 -0.5127
2 N 2.3777 -2.6431 -0.0851
3 H 0.6801 -3.6281 -0.4979
4 H 0.8470 -2.0746 -1.5021
5 H 0.4377 -1.7200 0.0366
6 H 3.0871 -2.1901 -0.6613
7 H 2.6693 -3.6448 0.0100
8 S -0.1226 1.5923 0.8835
9 S -1.6869 1.1603 -0.4486
10 H -0.0488 2.8437 0.4175
11 H -1.0218 0.1482 -1.0892

Values from the calculation:
2S+1: 1
HOMO-LUMO gap, eV: 9.2976
Charge: 0
M, g/mol: 97.2
SMILES: CN.SS
HOMO, eV: -9.04
Lowest unoccupied orbital energy, eV: 0.3
Energy, eV: -24310.0406

These are the natural (NBO) partial charges, in e, on atoms 1 to 5:
1 C -0.4270
2 N -0.8615
3 H 0.2100
4 H 0.1750
5 H 0.1902

=====

# 6
This record from the Open Molecules 2025 dataset describes a single C13H21NO6 molecule. The level of theory is the ωB97M-V functional and the def2-TZVPD basis.

Positions of all 41 atoms, in Å:
1 O -1.3348 -1.4439 1.4441
2 C -0.6400 -1.7210 0.4990
3 O -1.1227 -2.1070 -0.6764
4 C 0.8634 -1.5940 0.4902
5 C 1.2183 -0.3220 -0.3509
6 C 0.2265 0.7492 0.1007
7 O 0.3203 1.4814 1.0464
8 O -0.8498 0.6926 -0.6910
9 C -2.0223 1.3739 -0.2522
10 C -3.2278 0.7761 -0.9940
11 C -4.5270 1.4882 -0.6064
12 C -4.9344 0.7442 0.6686
13 C -4.2876 -0.6399 0.4985
14 O -3.4524 -0.5781 -0.6586
15 N 2.5881 0.1119 -0.2967
16 C 3.1345 0.4145 1.0163
17 C 4.4578 1.1529 0.8148
18 O 5.3734 0.3684 0.0830
19 C 4.8371 0.0226 -1.1703
20 C 3.5149 -0.7360 -1.0247
21 H -2.0825 -1.9028 -0.7262
22 H 1.3179 -2.4677 0.0252
23 H 1.2141 -1.4718 1.5141
24 H 0.9781 -0.5415 -1.3971
25 H -2.1162 1.2430 0.8305
26 H -1.9295 2.4413 -0.4772
27 H -3.0173 0.7991 -2.0674
28 H -5.2689 1.3368 -1.3904
29 H -4.3883 2.5546 -0.4494
30 H -4.5369 1.2462 1.5495
31 H -6.0148 0.6735 0.7723
32 H -5.0251 -1.4252 0.3107
33 H -3.6835 -0.9182 1.3676
34 H 2.4349 1.0470 1.5589
35 H 3.3328 -0.5023 1.5962
36 H 4.9341 1.3625 1.7736
37 H 4.2669 2.0967 0.2837
38 H 5.5866 -0.5978 -1.6650
39 H 4.6608 0.9316 -1.7651
40 H 3.1091 -0.9532 -2.0146
41 H 3.7053 -1.6860 -0.4974

Values from the calculation:
2S+1: 1
HOMO-LUMO gap, eV: 9.5048
Charge: 0
M, g/mol: 287.3
SMILES: O=C(O)C[C@@H](C(=O)OC[C@@H]1CCCO1)N1CCOCC1
HOMO, eV: -8.73
Lowest unoccupied orbital energy, eV: 0.8
Energy, eV: -27596.9053

These are the natural (NBO) partial charges, in e, on atoms 1 to 5:
1 O -0.6166
2 C 0.8014
3 O -0.6992
4 C -0.5294
5 C -0.1139